Run 1
# H12O5S2

6 unconnected molecules or ions with the total composition H12O5S2 (ωB97M-V with the def2-TZVPD basis set, the OMol25 dataset).

Geometry as ORCA input:
```
! wB97M-V def2-TZVPD RIJCOSX def2/J DEFGRID3
* xyz 0 1
S -0.102 -2.195 -0.224
S 0.118 -2.393 -2.327
H -1.423 -2.225 -0.323
H 0.582 -1.153 -2.409
O 1.716 0.813 1.696
H 2.046 0.766 2.589
H 0.761 0.738 1.886
O -0.152 3.585 0.979
H 0.699 3.835 1.351
H -0.018 2.630 0.976
O -0.895 0.677 2.583
H -1.158 0.711 1.624
H -1.772 0.600 2.984
O 0.978 1.376 -0.949
H 1.481 1.352 -1.765
H 1.598 1.106 -0.244
O -1.671 1.262 0.094
H -0.815 1.267 -0.375
H -1.879 2.190 0.207
*
```

Computed properties:
SMILES string = SS.O.O.O.O.O
LUMO energy = 0.2 eV
Kohn-Sham gap = 9.5 eV

***

Run 2
# H12O5S2

6 unconnected molecules or ions with the total composition H12O5S2 (ωB97M-V with the def2-TZVPD basis set, the OMol25 dataset).

Geometry as ORCA input:
```
! wB97M-V def2-TZVPD RIJCOSX def2/J DEFGRID3
* xyz 0 1
S 3.434 0.241 2.022
S 5.154 -0.012 0.864
H 3.640 1.563 2.007
H 5.500 -1.184 1.413
O -2.146 3.794 1.409
H -2.889 3.227 1.174
H -1.403 3.188 1.318
O -1.061 -2.134 -2.193
H -1.614 -2.925 -2.291
H -0.216 -2.409 -2.558
O 2.055 3.222 0.367
H 1.491 3.180 -0.409
H 2.802 2.647 0.170
O -1.952 -0.510 2.586
H -1.520 -0.651 3.433
H -1.922 0.435 2.424
O -3.138 -3.742 -3.531
H -2.978 -3.280 -4.364
H -3.238 -4.650 -3.840
*
```

Computed properties:
SMILES string = SS.O.O.O.O.O
LUMO energy = 0.2 eV
Kohn-Sham gap = 9.0 eV

***

Unit: kcal/mol. Relative energies: run 1 0.0; run 2 21.2.

***

Run 1
# C5H15N3O

A molecular structure, C5H15N3O (ωB97M-V with the def2-TZVPD basis set, the OMol25 dataset).

Geometry as ORCA input:
```
! wB97M-V def2-TZVPD RIJCOSX def2/J DEFGRID3
* xyz 0 1
C -2.141 -1.136 1.171
C -3.169 -0.543 0.273
C -0.597 1.165 1.319
N -1.220 -1.887 0.673
H -2.325 -1.096 2.247
H -0.582 -1.326 -0.335
H -0.590 -2.333 1.329
H -3.467 0.439 0.637
H -4.052 -1.187 0.260
H -2.792 -0.450 -0.742
H 0.076 0.570 1.923
H -0.077 2.087 1.055
H -1.470 1.442 1.905
C 3.598 0.112 -0.862
C 2.173 0.419 -1.246
N -0.041 -0.426 -1.147
O 1.375 -0.599 -0.908
N 1.709 1.458 -1.810
H -0.569 0.625 0.228
H -0.111 0.424 -1.709
H 2.413 2.169 -1.966
H 4.216 1.006 -0.907
H 4.006 -0.640 -1.538
H 3.636 -0.291 0.149
*
```

Computed properties:
LUMO energy = 0.6 eV
Kohn-Sham gap = 7.7 eV

***

Run 2
# C5H15N3O

2 unconnected molecules or ions with the total composition C5H15N3O (ωB97M-V with the def2-TZVPD basis set, the OMol25 dataset).

Geometry as ORCA input:
```
! wB97M-V def2-TZVPD RIJCOSX def2/J DEFGRID3
* xyz 0 1
N 1.482 1.959 1.497
C 0.302 1.298 2.005
N 0.587 0.054 2.712
C -0.735 1.157 0.896
O -1.614 0.308 0.916
H 2.134 2.134 2.252
H 1.953 1.386 0.804
H -0.161 1.981 2.732
H 0.948 -0.642 2.063
H -0.267 -0.319 3.112
H -0.714 1.958 0.141
C 0.304 -2.006 -0.741
C 0.687 -0.588 -1.147
N -0.246 0.031 -2.266
C -1.654 -0.156 -2.079
H -0.672 -2.008 -0.255
H 1.032 -2.424 -0.049
H 0.255 -2.655 -1.616
H 0.778 0.056 -0.271
H 1.670 -0.555 -1.623
H 0.042 -0.464 -3.107
H -1.892 0.096 -1.008
H -2.197 0.569 -2.686
H -2.022 -1.168 -2.282
*
```

Computed properties:
SMILES string = NC(N)C=O.CCNC
LUMO energy = 0.7 eV
Kohn-Sham gap = 9.6 eV

***

Run 3
# C5H15N3O

C5H15N3O in the gas phase (ωB97M-V with the def2-TZVPD basis set, the OMol25 dataset).

Geometry as ORCA input:
```
! wB97M-V def2-TZVPD RIJCOSX def2/J DEFGRID3
* xyz 0 1
C -0.661 1.885 -0.223
C -0.009 0.494 -0.384
C 1.488 0.635 0.024
N 2.223 -0.561 0.344
N 2.267 1.116 -1.096
C -0.806 -0.610 0.371
C -2.303 -0.596 0.042
N -0.286 -1.936 0.047
O -0.668 -0.460 1.762
H -0.079 2.660 -0.732
H -1.666 1.912 -0.654
H -0.737 2.163 0.835
H -0.064 0.250 -1.456
H 1.588 1.351 0.848
H 1.646 -1.362 0.061
H 2.212 -0.646 1.362
H 2.299 0.349 -1.766
H 3.228 1.158 -0.759
H -2.797 0.283 0.469
H -2.483 -0.619 -1.038
H -2.816 -1.457 0.491
H -0.283 -2.036 -0.972
H -0.948 -2.646 0.364
H -0.348 -1.328 2.062
*
```

Computed properties:
SMILES string = C[C@@H](C(N)N)[C@@](C)(N)O
LUMO energy = 0.7 eV
Kohn-Sham gap = 9.2 eV

***

Unit: kcal/mol. Relative energies: run 1 94.6; run 2 23.7; run 3 0.0.

***

Run 1
# C5H15N3O

A molecular structure, C5H15N3O (ωB97M-V with the def2-TZVPD basis set, the OMol25 dataset).

Geometry as ORCA input:
```
! wB97M-V def2-TZVPD RIJCOSX def2/J DEFGRID3
* xyz 0 1
C 1.338 -0.065 0.201
C 0.730 1.188 0.821
C 2.827 0.097 -0.086
C 0.999 -1.388 0.863
N 0.651 -0.387 -1.177
H -0.319 -0.054 -1.203
H 1.123 -0.004 -1.997
H 1.193 1.362 1.793
H -0.341 1.065 0.986
H 0.893 2.074 0.200
H 3.360 0.228 0.855
H 0.142 -1.317 1.534
H 3.026 0.958 -0.729
H 3.224 -0.796 -0.572
H 0.577 -1.547 -0.598
H 1.841 -1.813 1.409
N -2.357 0.661 -1.418
C -2.609 -0.786 0.827
O -3.298 1.047 -0.363
N -3.316 0.259 0.758
H -2.182 1.564 -1.850
H -2.912 0.120 -2.082
H -2.676 -1.331 1.758
H -1.914 -1.134 0.071
*
```

Computed properties:
LUMO energy = 0.6 eV
Kohn-Sham gap = 8.1 eV

***

Run 2
# C5H15N3O

2 unconnected molecules or ions with the total composition C5H15N3O (ωB97M-V with the def2-TZVPD basis set, the OMol25 dataset).

Geometry as ORCA input:
```
! wB97M-V def2-TZVPD RIJCOSX def2/J DEFGRID3
* xyz 0 1
C -0.790 1.351 -0.860
C -0.061 2.518 -1.490
O -1.306 0.441 -1.861
H -1.854 0.927 -2.497
H -1.621 1.729 -0.248
H -0.573 0.092 0.515
H 0.790 2.191 -2.096
H 0.316 3.195 -0.718
H -0.713 3.117 -2.153
C 1.513 -0.591 -0.522
C -0.401 -1.003 0.941
C 1.052 -0.995 0.789
N -1.157 -1.847 0.027
N -0.821 -1.095 2.340
N 1.813 -0.893 1.883
H -0.624 -2.640 -0.304
H -1.485 -1.309 -0.771
H -1.286 -1.986 2.482
H -1.509 -0.378 2.541
H 1.330 -0.932 2.773
H 2.788 -0.653 1.833
H 1.174 -1.225 -1.338
H 0.847 0.362 -0.666
H 2.578 -0.376 -0.600
*
```

Computed properties:
LUMO energy (alpha / beta) = 0.7 / 0.7 eV
Kohn-Sham gap (alpha / beta) = 6.8 / 6.8 eV

***

Unit: kcal/mol. Relative energies: run 1 62.6; run 2 0.0.

***

Run 1
# C2H5OP

2 unconnected molecules or ions with the total composition C2H5OP (ωB97M-V with the def2-TZVPD basis set, the OMol25 dataset).

Geometry as ORCA input:
```
! wB97M-V def2-TZVPD RIJCOSX def2/J DEFGRID3
* xyz 0 1
C -0.369 -0.613 -0.306
C -1.742 -0.166 0.092
O 0.178 -1.501 -0.848
P 2.548 0.556 -0.360
H 2.518 0.021 0.977
H -2.683 -0.916 0.098
H -1.913 0.492 -0.744
H -1.672 0.288 1.018
H 3.135 1.840 0.073
*
```

Computed properties:
LUMO energy (alpha / beta) = -0.8 / 0.1 eV
Kohn-Sham gap (alpha / beta) = 7.0 / 8.5 eV

***

Run 2
# C2H5OP

2 unconnected molecules or ions with the total composition C2H5OP (ωB97M-V with the def2-TZVPD basis set, the OMol25 dataset).

Geometry as ORCA input:
```
! wB97M-V def2-TZVPD RIJCOSX def2/J DEFGRID3
* xyz 0 1
C -2.158 -0.224 -0.531
C 0.996 0.243 -0.866
O -3.159 -0.549 -0.061
P 0.414 -0.833 0.502
H -1.819 0.443 -1.309
H 1.955 0.748 -0.570
H 0.058 0.870 -1.122
H 1.282 -0.313 -1.741
H 0.583 0.235 1.330
*
```

Computed properties:
LUMO energy (alpha / beta) = -0.2 / 0.2 eV
Kohn-Sham gap (alpha / beta) = 7.7 / 8.0 eV

***

Run 3
# C2H5OP

2 unconnected molecules or ions with the total composition C2H5OP (ωB97M-V with the def2-TZVPD basis set, the OMol25 dataset).

Geometry as ORCA input:
```
! wB97M-V def2-TZVPD RIJCOSX def2/J DEFGRID3
* xyz 0 1
C -0.602 1.333 0.695
C -0.426 -0.151 0.427
O -1.639 0.355 0.814
P 0.637 -1.350 0.996
H -0.303 1.873 1.553
H -0.636 1.974 -0.144
H -0.995 -0.740 -2.029
H 1.924 -0.973 0.419
H 0.541 -2.366 0.143
*
```

Computed properties:
LUMO energy (alpha / beta) = 0.1 / -0.4 eV
Kohn-Sham gap (alpha / beta) = 10.0 / 7.2 eV

***

Unit: kcal/mol. Relative energies: run 1 6.3; run 2 0.0; run 3 75.2.